Version i
ORCA calculation (wB97M-V/def2-TZVPD) on a gas-phase ion, C4H13N3 (charge +1).

```
20
Properties=species:S:1:pos:R:3
C 1.025 -0.784 -0.651
N -0.070 -0.017 -0.058
C -0.067 1.424 -0.263
C -0.101 2.357 0.973
N -1.442 2.268 1.630
C 0.933 -2.276 -0.498
N -0.199 -2.930 -1.256
H 2.014 -0.364 -0.259
H 0.953 -0.557 -1.728
H -0.164 -0.338 0.906
H -0.923 1.637 -0.939
H 0.902 1.679 -0.701
H 0.596 1.938 1.697
H 0.168 3.371 0.694
H -1.480 2.223 2.637
H -1.873 1.495 1.154
H 0.836 -2.551 0.544
H 1.876 -2.717 -0.847
H -1.064 -2.752 -0.753
H -0.246 -2.362 -2.099
```

Calculated values
HOMO-LUMO gap (alpha / beta): 0.387 / 0.190 Ha
Charge: +1
<S²>: 0.754
LUMO (alpha / beta): -3.1 / -8.4 eV
Multiplicity: 2

The computed Mulliken charges, all in e, follow:
1. C -0.5698
2. N 0.1180
3. C -0.7203
4. C -0.3860
5. N -0.5399
6. C -0.6937
7. N -0.5471
8. H 0.3808
9. H 0.4332
10. H 0.3645
11. H 0.3861
12. H 0.3709
13. H 0.3228
14. H 0.3489
15. H 0.2506
16. H 0.2203
17. H 0.4179
18. H 0.3327
19. H 0.2653
20. H 0.2448

---

Version ii
ORCA calculation (wB97M-V/def2-TZVPD) on a gas-phase ion, C4H13N3 (charge +1).

```
20
Properties=species:S:1:pos:R:3
C 0.154 1.491 0.049
N -0.206 0.124 0.148
C -0.207 -0.617 1.380
C -1.060 -1.893 1.272
N -1.054 -2.675 -0.028
C 0.682 1.848 -1.356
N 2.073 1.380 -1.398
H -0.811 2.039 0.151
H 0.838 1.879 0.785
H -0.286 -0.528 -0.626
H 0.848 -0.898 1.599
H -0.570 0.056 2.137
H -2.115 -1.528 1.307
H -0.984 -2.653 2.030
H -1.832 -3.278 0.200
H -1.110 -2.069 -0.828
H 0.049 1.323 -2.096
H 0.583 2.920 -1.454
H 2.272 1.109 -2.348
H 2.737 1.970 -0.925
```

Calculated values
HOMO-LUMO gap (alpha / beta): 0.392 / 0.224 Ha
Charge: +1
<S²>: 0.755
LUMO (alpha / beta): -2.8 / -7.4 eV
Multiplicity: 2

The computed Mulliken charges, all in e, follow:
1. C -0.5049
2. N 0.1103
3. C -0.4405
4. C -0.5481
5. N -0.5560
6. C -0.6716
7. N -0.4745
8. H 0.3358
9. H 0.3778
10. H 0.2736
11. H 0.3211
12. H 0.4155
13. H 0.3364
14. H 0.4012
15. H 0.2786
16. H 0.1699
17. H 0.4057
18. H 0.3466
19. H 0.2220
20. H 0.2012

---

Relative energies with respect to the most stable structure, expressed in kJ/mol: version i 31.4; version ii 0.0.